i) {
  "formula": "C5H5NO",
  "method": "the ωB97M-V functional and the def2-TZVPD basis",
  "elements": ["O", "C", "C", "C", "C", "C", "N", "H", "H", "H", "H", "H"],
  "xyz": [[-1.16446, -0.32589, 1.49462], [-0.32602, 0.71815, 1.01077], [0.09930, -0.67973, 0.96999], [-0.58898, 0.75087, -0.49661], [0.03622, -0.68375, -0.57116], [1.38386, -0.58770, -1.13332], [2.45484, -0.43785, -1.54668], [-0.03157, 1.51880, 1.68100], [0.74001, -1.28133, 1.60516], [-0.05807, 1.49918, -1.08674], [-1.65771, 0.77299, -0.71728], [-0.53350, -1.47993, -1.05625]],
  "e_lumo_ev": 0.956,
  "gap_ev": 11.618,
  "homo_energy_ha": -0.3918
}

=====

ii) {
  "formula": "C5H5NO",
  "method": "the ωB97M-V functional and the def2-TZVPD basis",
  "elements": ["N", "C", "C", "O", "C", "C", "C", "H", "H", "H", "H", "H"],
  "xyz": [[1.94691, 1.55211, -0.15540], [1.81961, 0.44782, 0.17194], [0.96719, -0.73475, 0.33358], [0.09356, -0.57162, 1.48017], [-1.04797, -0.42288, 0.61089], [-0.76291, 0.87849, -0.44696], [-0.22720, -0.50298, -0.59016], [1.45292, -1.71263, 0.30028], [-1.95689, -0.84932, 1.03054], [-1.14143, 1.29890, -1.40588], [-0.41287, 1.66799, 0.19668], [-0.53506, -1.02015, -1.48419]],
  "e_lumo_ev": 0.869,
  "gap_ev": 10.011,
  "homo_energy_ha": -0.3360
}

=====

Which structure loses on stability? ii) does.

=====

i) {
  "formula": "CCl4NOP",
  "method": "the ωB97M-V functional and the def2-TZVPD basis",
  "elements": ["C", "N", "O", "P", "Cl", "Cl", "Cl", "Cl"],
  "xyz": [[0.04999, -1.24765, -0.84473], [0.85199, -0.49099, -0.17042], [-1.24429, 2.28597, -0.41448], [0.13871, 0.79851, 0.65785], [0.73027, -2.12267, -2.10609], [-1.61361, -1.33603, -0.59923], [1.66943, 1.96680, 1.14817], [-0.58250, 0.14606, 2.32894]],
  "e_lumo_ev": [-1.374, -1.374],
  "gap_ev": [8.177, 8.184],
  "homo_energy_ha": [-0.3510, -0.3513]
}

=====

ii) {
  "formula": "CCl4NOP",
  "method": "the ωB97M-V functional and the def2-TZVPD basis",
  "elements": ["C", "N", "O", "P", "Cl", "Cl", "Cl", "Cl"],
  "xyz": [[-2.59920, 0.39449, -0.13617], [-2.88712, -0.65530, -0.45615], [3.25810, -0.44427, 0.10102], [1.80071, -0.38605, 0.10379], [-2.37071, 1.89587, 0.43941], [1.07332, 0.97388, -1.26208], [0.86391, -2.03984, -0.56016], [0.86099, 0.26123, 1.77035]],
  "e_lumo_ev": -0.474,
  "gap_ev": 11.333,
  "homo_energy_ha": -0.4339
}

=====

Which structure loses on stability? i) does.

=====

i) {
  "formula": "C4H13N2O",
  "method": "the ωB97M-V functional and the def2-TZVPD basis",
  "elements": ["N", "C", "C", "N", "C", "C", "O", "H", "H", "H", "H", "H", "H", "H", "H", "H", "H", "H", "H", "H"],
  "xyz": [[0.02611, 1.48004, -0.86854], [-0.22742, 0.51355, -1.99736], [0.17604, -0.91352, -1.48974], [0.26508, -0.98250, -0.07923], [-0.73786, -0.85692, 1.00059], [-0.02172, -0.30476, 2.19181], [0.65460, 0.91290, 1.83177], [0.71728, 1.09185, -0.20107], [0.17340, 2.44193, -1.17128], [-0.82952, 1.55021, -0.31290], [0.48753, 0.73038, -2.78696], [-1.25464, 0.61063, -2.30883], [1.16021, -1.14376, -1.90692], [-0.47657, -1.65688, -1.95707], [1.15256, -1.26889, 0.30114], [-1.18409, -1.84161, 1.15788], [-1.53638, -0.18617, 0.66670], [-0.71198, -0.06525, 3.00904], [0.64907, -1.02398, 2.65320], [1.51830, 0.91276, 2.26775]],
  "e_lumo_ev": -3.146,
  "total_charge": 1,
  "gap_ev": 9.706,
  "homo_energy_ha": -0.4723
}

=====

ii) {
  "formula": "C4H13N2O",
  "method": "the ωB97M-V functional and the def2-TZVPD basis",
  "elements": ["C", "O", "C", "C", "C", "N", "N", "H", "H", "H", "H", "H", "H", "H", "H", "H", "H", "H", "H", "H"],
  "xyz": [[0.55987, 0.31213, -1.98510], [1.92258, 0.28740, -2.33993], [0.32958, -0.14664, -0.55819], [-1.04668, 0.06282, -0.02814], [-1.54438, -0.70414, 1.19558], [-0.52905, -0.50641, 2.27515], [1.23497, 0.78984, 0.26482], [0.29327, 1.37179, -1.98833], [-0.06206, -0.29091, -2.62670], [2.13658, -0.58751, -2.70075], [0.75466, -1.13100, -0.38078], [-1.31770, 1.11697, 0.12101], [-1.80652, -0.07570, -0.81415], [-2.43296, -0.14670, 1.47965], [-1.79131, -1.75421, 1.07515], [-0.93878, -0.29052, 3.18135], [-0.01338, -1.37418, 2.38329], [1.27982, 0.41053, 1.21388], [0.82144, 1.71267, 0.40041], [2.15006, 0.94379, -0.16823]],
  "e_lumo_ev": -2.906,
  "total_charge": 1,
  "gap_ev": 11.019,
  "homo_energy_ha": -0.5117
}

=====

iii) {
  "formula": "C4H13N2O",
  "method": "the ωB97M-V functional and the def2-TZVPD basis",
  "elements": ["C", "C", "C", "C", "N", "N", "H", "H", "H", "H", "H", "H", "H", "H", "H", "H", "H", "H", "H", "O"],
  "xyz": [[3.03376, -0.69216, -0.30592], [1.90503, -0.50604, -1.32604], [0.60716, -0.13630, -0.63337], [0.16085, 1.25575, -0.78115], [-0.80595, 1.80690, -0.15229], [-0.04491, -0.93999, 0.10051], [3.84596, -1.31710, -0.66070], [3.41873, 0.25521, 0.06361], [2.63508, -1.19818, 0.57882], [1.71219, -1.36051, -1.97277], [2.20623, 0.29864, -1.99806], [0.73173, 1.88371, -1.46151], [-1.16256, 1.37686, 0.70277], [-1.54465, 2.28011, -0.67647], [-4.57665, 1.05764, 5.54203], [-5.20033, 1.13739, 5.14060], [0.36242, -1.87258, -0.01309], [-1.66624, -0.91081, -0.55816], [-2.98729, -1.61852, -0.97112], [-2.63057, -0.80003, -0.61769]],
  "e_lumo_ev": -6.882,
  "total_charge": 1,
  "gap_ev": 7.803,
  "homo_energy_ha": -0.5397
}

=====

iv) {
  "formula": "C4H13N2O",
  "method": "the ωB97M-V functional and the def2-TZVPD basis",
  "elements": ["N", "C", "C", "N", "C", "C", "O", "H", "H", "H", "H", "H", "H", "H", "H", "H", "H", "H", "H", "H"],
  "xyz": [[0.22402, 0.31374, -1.78114], [-0.97173, 1.07227, -1.27724], [-0.72506, 1.68845, 0.08386], [-0.03294, 0.73275, 0.89123], [-0.49760, -0.55007, 1.29878], [0.56376, -1.64535, 1.15848], [1.21778, -1.47343, -0.09421], [0.94427, 0.99759, -2.06831], [-0.02187, -0.25759, -2.56382], [0.62767, -0.18148, -0.95302], [-1.17920, 1.87018, -1.98015], [-1.80810, 0.37404, -1.30667], [-0.11225, 2.56570, -0.00888], [-1.73951, 1.86587, 0.44695], [0.76108, 1.12852, 1.32864], [-0.88804, -0.50308, 2.31786], [-1.48073, -0.80270, 0.86169], [0.06638, -2.60113, 1.04438], [1.17128, -1.59208, 2.06101], [2.15604, -1.76663, -0.07266]],
  "e_lumo_ev": -3.090,
  "total_charge": 1,
  "gap_ev": 9.610,
  "homo_energy_ha": -0.4667
}

=====

Which structure loses on stability? iii) does.

=====

i) {
  "formula": "C4H13N2O",
  "method": "the ωB97M-V functional and the def2-TZVPD basis",
  "elements": ["C", "C", "C", "C", "N", "N", "H", "H", "H", "H", "H", "H", "H", "H", "H", "H", "H", "H", "H", "O"],
  "xyz": [[0.00635, -0.46264, 2.81201], [0.08179, 0.58230, 1.65743], [0.21877, -0.11223, 0.36190], [-0.05266, 0.61156, -0.85390], [-1.20725, 0.26757, -1.46264], [0.97149, -1.24951, 0.19457], [0.92141, -0.70968, 3.35095], [-0.32654, -1.45820, 2.49294], [-0.75784, -0.18721, 3.53567], [0.80755, 1.30402, 2.04914], [-0.89985, 1.03634, 1.69451], [0.50115, 1.48906, -1.21239], [-1.42860, -0.59816, -0.96885], [-1.74286, 1.12835, -1.41961], [-1.33244, 2.84210, -1.33578], [0.66819, -2.17141, 0.46811], [1.90543, -1.14908, -0.18512], [0.51815, -0.03670, -3.01677], [0.95667, -0.64576, -4.36192], [0.19109, -0.48074, -3.80027]],
  "e_lumo_ev": -7.411,
  "total_charge": 1,
  "gap_ev": 4.679,
  "homo_energy_ha": -0.4443
}

=====

ii) {
  "formula": "C4H13N2O",
  "method": "the ωB97M-V functional and the def2-TZVPD basis",
  "elements": ["C", "C", "C", "C", "N", "N", "H", "H", "H", "H", "H", "H", "H", "H", "H", "H", "H", "H", "H", "O"],
  "xyz": [[-1.24774, 0.42164, -0.77378], [-0.03598, 1.26963, -0.39045], [0.64071, 0.86984, 0.91089], [0.04913, 1.08558, 2.06580], [1.95334, 0.28001, 0.77774], [-1.18311, -0.90955, -0.06707], [-1.30811, 0.21991, -1.84224], [-2.20122, 0.81323, -0.48061], [0.71150, 1.18831, -1.17896], [-0.28167, 2.33622, -0.36261], [-0.86758, 1.65785, 2.01486], [0.46494, 0.69702, 2.97975], [1.19360, -1.37829, -2.04870], [2.49728, 0.64227, 1.54509], [1.93412, -0.73061, 0.76051], [-2.09380, -1.37019, -0.08255], [-0.90873, -0.69985, 0.89469], [-0.50578, -1.52427, -0.58240], [0.51802, -2.75291, -2.42454], [0.67107, -2.11583, -1.71540]],
  "e_lumo_ev": -3.146,
  "total_charge": 1,
  "gap_ev": 10.130,
  "homo_energy_ha": -0.4879
}

=====

iii) {
  "formula": "C4H13N2O",
  "method": "the ωB97M-V functional and the def2-TZVPD basis",
  "elements": ["C", "C", "C", "C", "N", "N", "H", "H", "H", "H", "H", "H", "H", "H", "H", "H", "H", "H", "H", "O"],
  "xyz": [[-0.15226, 2.54689, 0.80859], [0.35611, 2.04854, -0.56530], [0.34997, 0.58359, -0.56029], [1.23871, -0.28196, 0.02398], [1.12991, -1.70699, -0.15472], [-0.78181, -0.01934, -1.06984], [-1.23965, 2.46131, 0.82854], [0.06111, 3.60942, 0.98750], [0.16537, 2.19379, 1.78973], [1.24986, 2.60870, -0.85703], [-0.23977, 2.41768, -1.40999], [2.10600, 0.16591, 0.47070], [2.06777, -2.10088, -0.06987], [0.57768, -2.06460, 0.64399], [0.72232, -2.04146, -1.03266], [-1.15952, -0.83381, -0.60674], [-1.34542, 0.24250, -1.86074], [-2.16640, -1.94453, 1.74008], [-2.01523, -3.22848, 1.09516], [-1.57018, -2.37048, 1.12652]],
  "e_lumo_ev": -3.200,
  "total_charge": 1,
  "gap_ev": 9.433,
  "homo_energy_ha": -0.4642
}

=====

Which structure loses on stability? i) does.